ORCA calculation (ωB97M-V with the def2-TZVPD basis set) on one molecule with the formula C6H9N.

Structure (XYZ):
```
16
Properties=species:S:1:pos:R:3:forces:R:3
N 0.65190 1.33738 0.41735 0.200 -0.077 0.044
C -1.19830 0.10089 0.37006 0.179 -0.015 -0.175
C -2.33214 -0.47691 -0.42348 -0.272 0.006 -0.002
C -0.72674 1.39225 0.37894 -0.042 -0.003 -0.182
C -0.06866 -0.74135 0.54195 0.245 -0.046 -0.181
C 2.36387 -0.47144 -0.09183 0.187 -0.016 0.109
C 1.05909 0.02331 0.44901 0.071 -0.099 -0.083
H 2.34227 -0.35758 -1.18900 0.136 0.015 0.329
H -1.23572 2.34657 0.34503 0.025 -0.189 -0.185
H -1.81983 -0.93975 -1.27631 -0.402 0.013 -0.028
H -2.99771 0.27904 -0.83675 -0.163 -0.004 0.213
H 1.26350 2.12905 0.29622 -0.126 -0.147 0.144
H -2.89698 -1.27344 0.06321 -0.089 0.173 0.153
H 3.26285 0.02337 0.28897 -0.143 -0.028 0.031
H 2.43382 -1.54684 0.11049 0.104 0.274 0.016
H -0.10123 -1.82456 0.55614 0.090 0.142 -0.203
```
Forces are in eV/Å.

Properties
**Calculated total energy**: -288.7480 hartree
**SMILES**: Cc1c[nH]c(C)c1
**HOMO energy**: -7.7485 eV

natural (NBO) atomic charges, in units of e: number 1, N, carries -0.52; number 2, C, carries -0.09; number 3, C, carries -0.62; number 4, C, carries -0.08; number 5, C, carries -0.29; number 6, C, carries -0.64; number 7, C, carries 0.13; number 8, H, carries 0.22; number 9, H, carries 0.21; number 10, H, carries 0.21; number 11, H, carries 0.21; number 12, H, carries 0.41; number 13, H, carries 0.21; number 14, H, carries 0.21; number 15, H, carries 0.23; number 16, H, carries 0.21